# 1
Formula: C14H10ClF9OPd
Source: the Open Molecules 2025 dataset
Level of theory: ωB97M-V with the def2-TZVPD basis set

Structure (XYZ):
```
36
Properties=species:S:1:pos:R:3:mulliken_charge:R:1
C 1.54441 1.63776 -1.33725 -0.922
C 1.45511 1.09035 -2.68376 -0.671
C 2.08962 -0.18190 -2.66805 -0.214
H 0.96628 1.57297 -3.52348 0.328
C 2.53812 -0.45749 -1.34306 -0.496
C 2.23058 0.67306 -0.52447 -0.402
H 2.51832 0.81816 0.50220 0.466
H 1.16935 2.59118 -1.02508 0.542
H 2.18941 -0.84634 -3.53682 0.512
H 3.07828 -1.33988 -1.01348 0.374
Pd 0.10910 -0.00663 -1.26896 -0.116
Cl -1.47756 1.89703 -1.64600 -0.604
C -1.53650 -1.59705 -0.80800 -0.616
C -0.37389 -2.42707 -0.80724 -0.226
C 0.20934 -2.37045 -2.10517 -0.247
H -0.05838 -3.06975 0.00974 0.406
C -0.59388 -1.51495 -2.92474 -0.537
C -1.68905 -1.04002 -2.13028 -1.138
H -2.49851 -0.41528 -2.46751 0.590
H -2.21859 -1.44194 0.01081 0.385
H 1.07713 -2.94326 -2.43787 0.481
H -0.43790 -1.28303 -3.98172 0.410
F -2.86799 1.47719 1.64645 -0.230
C -2.25044 0.58928 2.46215 0.564
F -2.60365 0.86906 3.74386 -0.296
F -2.73378 -0.64055 2.15988 -0.252
C -0.63598 0.64164 2.25202 -0.045
O -0.33583 0.19356 1.09462 0.357
C -0.16326 2.19071 2.47096 0.529
F -0.31823 2.56050 3.77002 -0.298
F 1.14045 2.35027 2.14276 -0.251
F -0.87775 3.04491 1.69974 -0.242
C 0.15795 -0.41928 3.35389 0.654
F -0.08062 -0.17006 4.66293 -0.288
F -0.22072 -1.69699 3.09933 -0.257
F 1.49907 -0.33573 3.15159 -0.252
```

Output
Multiplicity: 3
Net charge: -2
E_HOMO (alpha / beta) (eV): 0.083 / 0.178
Frontier orbital gap (alpha / beta) (eV): 5.66 / 5.56

# 2
Formula: C14H10ClN3OS
Source: the Open Molecules 2025 dataset
Level of theory: ωB97M-V with the def2-TZVPD basis set

Structure (XYZ):
```
30
Properties=species:S:1:pos:R:3:mulliken_charge:R:1
O -3.54811 0.12878 -0.04692 -0.684
C -2.57278 0.17611 0.69096 0.440
C -2.59907 0.92404 1.93392 0.209
C -1.48939 0.93948 2.68985 0.382
N -0.26075 0.33017 2.33049 -0.708
C -0.25953 -0.31950 1.14986 0.436
C 0.82500 -0.99851 0.52056 -1.152
C 0.55886 -1.02559 -0.80199 0.652
C 1.50629 -1.16749 -1.96811 0.427
C 2.79798 -0.70232 -1.78519 -0.638
C 3.65491 -0.77204 -2.83199 -0.611
C 3.22363 -0.93762 -4.19400 0.329
Cl 4.21965 -0.73509 -5.53824 -0.182
C 1.82790 -1.33358 -4.39405 -0.680
C 1.04267 -1.56328 -3.20795 -0.419
N -0.84590 -0.90553 -0.98768 -0.461
N -1.33099 -0.38352 0.24409 0.224
C -1.45534 1.75296 3.92042 -0.395
C -2.98211 2.16987 4.22401 -0.515
S -3.97948 1.83802 2.70386 -0.171
H 1.79739 -1.13355 0.99212 0.437
H 3.24619 -0.34072 -0.92172 0.388
H 4.66240 -0.49330 -2.58596 0.385
H 1.45303 -1.57514 -5.40071 0.368
H 0.08574 -2.06199 -3.09169 0.520
H -1.25591 -0.62113 -1.82710 0.272
H -0.87431 2.70297 3.83351 0.195
H -1.03589 1.17012 4.76998 0.271
H -3.38265 1.70590 5.12590 0.343
H -3.02943 3.23146 4.45375 0.337
```

Output
Net charge: 0
Energy relative to the best compared isomer or geometry (same formula, charge and spin) (eV): 0.690
E_HOMO (eV): -7.638
Frontier orbital gap (eV): 7.35
SMILES string: O=c1c2c(nc3cc(-c4ccc(Cl)cc4)[nH]n13)CCS2